1.
This record from the OMol25 dataset describes 3 unconnected molecules or ions with the total composition C25H51N2O12P2 at a distorted geometry. The level of theory is ωB97M-V/def2-TZVPD.

Geometry as XYZ:
```
92
Properties=species:S:1:pos:R:3:forces:R:3
C -2.38827 -0.52627 -2.57344 -0.1 1.2 0.8
C -2.61081 0.43660 -1.34228 -0.4 -0.4 -0.7
C -1.91317 -0.04217 -0.01978 -1.9 0.0 -0.4
O -1.00808 0.90961 0.56455 1.0 -0.7 -0.8
C 0.27537 0.83445 0.02709 -0.8 -0.4 1.7
N 0.57319 2.04374 -0.85117 0.3 -1.8 0.6
N -0.38614 2.93907 -0.86854 1.6 1.1 -1.5
C -0.06924 3.93368 -1.68539 -0.7 1.7 -0.6
C 1.10682 4.12562 -2.48796 1.1 -1.3 0.3
C 1.23045 5.36270 -3.40726 -0.1 0.3 0.7
O 1.81942 5.09578 -4.66226 -0.4 -0.7 0.7
C 1.22352 3.98643 -5.34490 -0.8 0.0 -1.8
C -0.33964 4.03907 -5.44919 0.6 -0.7 1.2
C 2.13078 3.11852 -2.37357 -3.1 1.0 0.9
C 1.74589 2.06360 -1.48903 2.1 -0.1 -1.0
C 2.75354 0.90149 -1.27626 -0.1 0.0 -0.3
C 3.50968 0.99025 0.08358 0.0 -1.6 -0.1
O 3.72530 1.99730 0.65599 0.0 1.0 0.1
O 3.97907 -0.20480 0.58668 -1.1 0.7 -1.0
H -2.80801 -1.51686 -2.30919 0.5 0.4 -0.6
H -2.91556 -0.05798 -3.43720 0.3 -0.7 0.5
H -1.30333 -0.54857 -2.82002 -0.6 -0.4 0.1
H -3.71586 0.46461 -1.17315 0.9 0.1 0.0
H -2.33021 1.45923 -1.67209 0.0 -0.5 0.6
H -1.47714 -1.05409 -0.19062 0.2 0.8 0.3
H -2.72641 -0.18635 0.73071 0.9 0.2 -0.4
H 0.38964 -0.11789 -0.53090 0.2 0.8 0.0
H 0.98052 0.86638 0.89508 -0.2 0.1 -0.8
H -0.83745 4.73436 -1.75411 0.5 -0.7 0.1
H 0.23375 5.86606 -3.49795 0.6 -0.6 0.0
H 1.88095 6.09523 -2.86696 -0.3 -0.5 -0.5
H 1.60814 4.03400 -6.39233 0.0 0.1 0.9
H 1.53652 2.98668 -4.95726 -0.1 0.7 0.1
H -0.64797 3.29711 -6.21432 0.1 0.7 0.3
H -0.75538 3.65765 -4.47774 0.0 0.4 -0.8
H -0.74307 5.05825 -5.61368 0.3 -0.7 -0.2
H 3.07379 3.15075 -2.93730 -0.5 -0.1 0.4
H 3.52826 0.98110 -2.07801 -0.6 0.0 0.7
H 2.29103 -0.10207 -1.42011 0.2 0.8 0.1
H 3.46939 -0.92988 0.18018 0.6 0.1 0.2
O 6.73400 -5.69977 -0.10651 -3.4 1.9 0.2
P 6.78582 -5.07669 1.26504 7.5 -3.0 2.0
O 8.21305 -4.24017 1.12323 -1.2 0.7 -0.2
C 8.53683 -3.53358 -0.07018 0.4 0.2 -0.3
C 8.30669 -2.04155 0.08792 -0.1 0.0 0.2
O 7.30508 -6.37572 2.11544 -1.1 0.4 0.2
C 7.27591 -7.68929 1.56227 0.1 -0.4 -0.2
C 8.58149 -8.00938 0.86295 0.3 0.1 0.0
O 6.49253 -4.38529 2.75529 -2.0 0.0 -1.9
C 6.47340 -2.98345 2.96341 -0.2 0.6 0.1
C 5.25842 -2.32812 2.33762 -0.1 0.0 0.2
H 7.97525 -3.89784 -0.93136 0.0 -0.2 0.1
H 9.59497 -3.71836 -0.27137 0.0 -0.1 0.1
H 7.24647 -1.82906 0.25499 0.0 0.0 0.0
H 8.62343 -1.50685 -0.80923 0.0 0.0 0.0
H 8.86103 -1.64764 0.94126 0.0 0.0 -0.1
H 6.42207 -7.81626 0.89674 0.1 0.1 -0.1
H 7.13234 -8.38577 2.39165 0.0 0.2 0.1
H 8.85215 -7.24523 0.13198 -0.2 0.0 0.0
H 8.52233 -8.97253 0.35135 0.0 0.0 0.0
H 9.40100 -8.05107 1.58391 -0.1 -0.1 0.0
H 7.40137 -2.52458 2.62360 0.0 -0.2 -0.2
H 6.43863 -2.82916 4.04355 0.0 -0.3 0.0
H 5.18499 -2.56492 1.27200 0.1 0.1 -0.1
H 5.31002 -1.24585 2.45558 0.0 -0.1 0.0
H 4.34442 -2.68850 2.81296 0.0 0.0 0.0
O -7.85232 -0.35361 1.28393 4.1 0.3 -0.4
P -7.65849 1.14290 1.25387 -8.5 1.7 1.0
O -8.48377 1.50990 2.64937 1.4 -0.1 0.1
C -8.33435 0.71884 3.82675 -0.2 -0.1 0.5
C -7.42076 1.38978 4.83567 0.1 0.2 -0.1
O -8.81933 1.50700 0.15445 1.2 0.2 -0.5
C -9.39815 0.50541 -0.67786 -0.3 -0.3 -0.1
C -10.63082 -0.08975 -0.02811 -0.2 0.0 0.2
O -7.20936 2.74707 1.10729 2.0 -1.9 -0.5
C -6.53955 3.46002 2.13323 0.5 0.3 0.4
C -5.10482 3.00186 2.30806 0.0 0.0 -0.1
H -7.95926 -0.28127 3.60756 -0.1 0.0 -0.2
H -9.33104 0.60369 4.25997 0.0 0.0 -0.1
H -6.40670 1.48343 4.43710 0.0 -0.1 0.1
H -7.37120 0.80661 5.75635 0.0 0.0 0.0
H -7.77468 2.39317 5.07839 0.0 0.0 0.0
H -8.66821 -0.26305 -0.93354 0.0 0.0 0.2
H -9.68416 0.98958 -1.61487 0.1 0.2 0.1
H -10.42956 -0.44186 0.98513 0.2 -0.1 -0.1
H -11.01428 -0.92670 -0.61585 0.0 0.1 0.0
H -11.41855 0.66206 0.05701 0.0 0.0 -0.1
H -7.09641 3.41466 3.06796 -0.1 -0.3 -0.1
H -6.53901 4.50968 1.83249 -0.1 -0.1 -0.2
H -5.05182 1.92423 2.48582 0.0 0.0 0.1
H -4.64094 3.52050 3.14887 0.0 -0.1 0.0
H -4.52549 3.21009 1.40697 0.0 0.0 0.0
```
Positions in Å, forces in eV/Å.

For the electronic energy, the calculation gives -2677.96390 Eh. The energy above the lowest of the compared OMol25 structures with the same formula, charge and spin comes out at 0.0 kcal/mol. As for the total charge: +1. For the orbital gap, the calculation gives 0.250 Eh.

Löwdin population analysis, charges in e, atoms 1 to 4: -0.11 -0.22 -0.18 -0.10

=====

2.
This record from the OMol25 dataset describes 11 unconnected molecules or ions with the total composition C25H51N4O10S2 at a distorted geometry. The level of theory is ωB97M-V/def2-TZVPD.

Geometry as XYZ:
```
92
Properties=species:S:1:pos:R:3:forces:R:3
N -0.47932 0.08816 -0.07247 -1.6 0.6 -0.2
O -1.20033 -0.00232 -1.06472 -1.2 0.2 -0.8
O 0.57979 -0.46853 -0.06218 4.1 -2.1 -0.1
O -0.80960 0.71500 0.92966 -1.1 1.3 1.3
C -0.58101 -1.88972 -4.01751 1.4 0.3 -0.5
C 0.65496 -1.58519 -4.79484 -0.2 -0.5 0.2
N 1.61560 -1.39010 -5.39881 -0.3 0.0 0.2
H -0.95368 -2.86763 -4.32233 -0.3 0.3 -0.1
H -1.22066 -1.02297 -4.18395 -0.5 -0.4 0.2
H -0.31080 -1.97847 -2.96527 -0.1 0.2 0.0
C -3.91949 -0.05631 1.18825 0.1 1.0 -0.2
C -3.95495 -1.00005 2.27532 -0.4 -0.9 -0.1
N -3.95435 -1.81013 3.08997 0.1 0.1 0.1
H -3.67764 -0.48014 0.21359 0.3 -0.3 0.3
H -3.15060 0.65644 1.48643 0.1 0.2 -0.5
H -4.85125 0.49016 1.04236 -0.1 -0.1 0.4
C -1.92516 3.94462 1.29492 -0.2 0.5 0.4
C -2.51043 5.19505 1.84118 0.8 -1.3 -0.5
N -2.97609 6.15139 2.25495 -0.4 0.6 0.3
H -1.21001 4.18580 0.50849 -0.4 0.0 -0.2
H -2.74410 3.30617 0.96352 0.2 0.0 -0.2
H -1.32800 3.42553 2.04462 -0.3 0.1 0.1
C 1.99328 3.07248 1.77984 0.0 1.1 0.9
S 1.73689 4.89336 1.52305 -1.4 1.0 1.3
O 0.36901 5.27893 2.15700 2.9 -1.0 -0.9
C 3.04073 5.50109 2.71701 0.0 -0.4 0.0
H 1.27320 2.47709 1.21851 0.0 0.2 0.0
H 1.83438 3.01286 2.85655 -0.2 -0.5 0.0
H 3.03078 2.80665 1.57728 0.0 0.1 -0.3
H 4.04812 5.23678 2.39545 -0.1 -0.1 -0.4
H 2.93478 5.10280 3.72608 -0.5 -0.2 -0.1
H 3.01299 6.58689 2.80849 -0.4 -0.1 -0.4
C 3.88679 -3.15671 3.60195 -0.3 -0.5 -1.2
S 3.88158 -1.31611 3.50375 2.3 -0.7 -0.3
O 5.32844 -0.98521 3.85361 -1.4 0.2 -0.1
C 3.64711 -0.90488 1.72695 0.0 -0.5 0.1
H 2.89716 -3.56351 3.39399 -0.3 0.4 0.5
H 4.35910 -3.58812 4.48451 -0.3 0.8 0.4
H 4.46903 -3.53555 2.76197 0.3 0.5 -0.2
H 4.48867 -1.26330 1.13415 0.2 -0.4 0.4
H 3.58487 0.16448 1.52514 -0.5 0.0 0.6
H 2.75145 -1.48440 1.50324 -0.3 0.4 -0.4
C 1.96066 2.12493 -4.80713 0.3 -0.3 -0.4
C 2.03165 2.67608 -3.42495 -0.1 -0.3 0.1
O 2.89181 3.45434 -3.09944 0.2 0.4 0.3
C 1.06055 2.10023 -2.39575 0.0 0.3 -1.0
H 2.06332 1.04996 -4.65890 -0.1 -0.2 -0.4
H 2.78704 2.47120 -5.42785 0.0 0.1 0.2
H 1.03498 2.30440 -5.35395 -0.2 0.0 0.3
H 1.64158 1.55249 -1.65380 -0.2 0.3 0.3
H 0.33561 1.42368 -2.84831 0.2 -0.1 0.0
H 0.50067 2.96367 -2.03643 0.1 -0.1 0.6
C -2.86409 -5.63476 -0.75185 0.2 -1.3 0.0
C -2.23490 -4.45593 -1.47798 1.3 -0.6 -2.2
O -1.32073 -4.59369 -2.35055 -3.2 0.6 3.2
C -2.80972 -3.11912 -1.06453 0.4 0.3 0.0
H -3.92235 -5.83201 -0.92292 -0.2 0.7 -0.7
H -2.88319 -5.61213 0.33774 0.5 0.7 0.2
H -2.39920 -6.58567 -1.01210 0.4 0.2 -0.2
H -2.57838 -2.31113 -1.75860 0.3 -0.1 0.1
H -2.37253 -2.91126 -0.08792 0.4 0.3 0.1
H -3.87079 -3.06592 -0.82082 -0.2 -0.7 -0.4
C 0.86755 -3.78571 0.34705 0.4 1.0 0.0
C 1.88259 -4.04980 -0.75105 -1.1 -2.9 -1.2
O 2.12113 -5.21620 -1.05833 0.4 1.5 0.4
C 2.43418 -2.90905 -1.55555 0.6 1.4 0.3
H 0.37106 -2.85694 0.06601 -0.1 0.2 0.5
H 1.46270 -3.64100 1.24870 0.1 0.5 0.3
H 0.13610 -4.53734 0.64392 0.3 -0.4 -0.8
H 2.34992 -1.94591 -1.05220 0.0 0.0 0.5
H 1.90196 -2.64304 -2.46882 -0.4 -0.8 -0.1
H 3.47864 -3.02731 -1.84403 -0.1 -0.4 0.0
C -0.47901 -1.51554 3.59376 0.4 0.6 0.0
C 0.17909 -0.53962 4.56975 -0.5 -1.2 2.1
O 0.53150 -0.95574 5.68002 -0.2 0.5 -1.6
C 0.42690 0.88503 4.18401 1.2 -0.5 -0.3
H -1.09639 -2.22274 4.14767 -0.1 0.2 -0.2
H 0.29464 -2.09127 3.08574 0.4 -0.2 0.0
H -0.97712 -1.00255 2.77106 -0.3 0.0 0.2
H 1.32134 1.17414 4.73582 0.0 0.2 0.2
H -0.32589 1.64414 4.39658 -0.3 -0.4 -0.3
H 0.70413 0.79349 3.13384 -0.4 0.8 -0.3
C -3.48452 2.70008 -1.99330 -0.9 -0.1 0.3
C -3.17004 2.79652 -3.47082 1.8 -0.5 0.8
O -3.34164 3.81676 -4.08099 -0.2 -0.1 -0.4
C -2.49808 1.53087 -4.01029 0.0 0.3 -0.4
H -3.38577 1.70643 -1.55625 0.0 -0.1 -0.3
H -4.52231 3.02443 -1.91649 -0.1 0.1 0.3
H -2.88867 3.35326 -1.35577 0.1 0.3 -0.4
H -3.29671 0.79306 -4.08733 0.1 -0.3 -0.1
H -1.73920 1.14977 -3.32692 -0.4 0.1 0.5
H -1.97134 1.63005 -4.95939 -0.5 0.3 -0.2
```
Positions in Å, forces in eV/Å.

For the electronic energy, the calculation gives -2750.56228 Eh. Its multiplicity is 2. As for the total charge: 0. For the orbital gap (spin up / spin down), the calculation gives 0.264 / 0.102 Eh.

Löwdin population analysis, charges in e, atoms 1 to 4: -0.64 -0.04 -0.05 -0.05

=====

3.
This record from the OMol25 dataset describes a molecular structure, C25H51O17Zn at a distorted geometry. The level of theory is ωB97M-V/def2-TZVPD.

Geometry as XYZ:
```
94
Properties=species:S:1:pos:R:3:forces:R:3
Zn -1.32934 3.89015 -24.13010 -0.6 3.0 -3.1
C -0.70696 7.05391 -25.14556 -0.5 -0.8 0.5
O -0.92779 5.80087 -24.57042 -0.1 -2.4 1.0
H 0.19342 7.53552 -24.76416 0.4 0.0 0.0
H -0.66130 6.98039 -26.23212 0.2 0.1 -0.2
H -1.53258 7.71163 -24.87381 -0.2 0.2 -0.1
C 0.74982 6.46924 -32.59444 0.1 0.4 -0.8
O -0.43044 6.07406 -31.84059 0.2 -0.1 -1.3
C -0.86452 6.73046 -30.80028 0.3 0.2 2.2
O -1.98577 6.62405 -30.33905 1.6 0.5 -0.5
O 0.20953 7.38076 -30.17099 -0.1 -1.1 -1.8
C 0.01289 8.08810 -29.00261 -1.3 1.1 0.6
H 0.68637 6.10040 -33.61817 -0.6 -0.6 0.3
H 1.68645 6.06900 -32.20635 -0.3 0.2 0.5
H 0.77235 7.54153 -32.78884 0.1 0.1 0.8
H -0.30394 9.10158 -29.24872 -0.5 0.1 0.0
H 0.91689 8.26181 -28.41890 0.4 -0.9 -0.3
H -0.76744 7.59258 -28.42501 0.0 0.2 0.3
C -0.50374 4.21952 -28.49134 1.1 2.0 0.7
O -1.29942 3.08662 -28.23096 -0.3 -1.1 -0.9
C -1.50810 2.60764 -27.04574 -2.0 -1.1 -0.2
O -1.00723 3.07007 -26.01237 0.1 -0.6 0.3
O -2.38446 1.55701 -27.03420 2.3 2.1 2.5
C -3.27015 1.17199 -28.03575 -0.4 -0.2 -2.7
H -1.10359 5.10853 -28.29655 0.0 0.0 0.2
H -0.12466 4.36751 -29.50252 -0.7 -1.1 -0.3
H 0.40888 4.25423 -27.89633 -0.3 -0.2 0.4
H -4.10320 1.85269 -28.21117 -0.1 0.1 0.8
H -3.62661 0.15908 -27.84852 0.1 0.3 0.4
H -2.79782 1.15877 -29.01801 0.4 -0.2 0.0
C -4.25758 4.95909 -27.71029 1.0 0.1 -1.3
O -4.98299 5.15859 -26.53075 0.7 -1.0 3.5
C -4.46990 4.72814 -25.30808 -0.7 0.6 -0.2
O -3.37431 4.15168 -25.10811 -2.1 1.2 -0.5
O -5.30708 5.05624 -24.29269 2.9 -1.2 -1.4
C -6.66477 5.39311 -24.45438 -1.5 1.2 0.6
H -4.62635 5.69340 -28.42646 -0.2 -0.3 0.1
H -4.37466 3.95288 -28.11267 -0.2 0.1 0.1
H -3.19525 5.17926 -27.60500 0.0 -0.1 0.3
H -7.27905 4.58271 -24.84684 0.3 0.0 -0.1
H -6.86462 6.34460 -24.94715 0.5 -0.2 -0.8
H -6.98616 5.67131 -23.45067 0.0 -0.7 0.2
C 2.55732 5.45701 -25.73317 0.5 -0.5 0.7
O 2.48148 5.88360 -27.09963 -1.7 0.1 0.1
C 3.55812 5.90381 -27.85802 2.9 1.4 -1.9
O 4.67221 5.55798 -27.52959 -1.5 0.1 -0.5
O 3.26186 6.57224 -29.08376 -1.0 -0.8 2.2
C 4.29343 6.74005 -30.05959 1.5 -0.4 0.6
H 1.64278 4.98865 -25.36938 -0.4 0.0 -0.9
H 2.67285 6.29956 -25.05138 0.4 0.3 -0.3
H 3.36193 4.74609 -25.54533 0.2 0.2 -0.3
H 5.21228 7.04349 -29.55785 0.2 -0.4 0.1
H 4.15179 7.55135 -30.77361 -1.1 -0.1 0.3
H 4.46263 5.80128 -30.58703 0.0 0.1 0.0
C 0.93732 8.44993 -21.86587 0.7 -0.6 -0.1
C 1.23749 7.26118 -20.93387 -1.8 0.9 2.1
O 0.65210 7.18556 -19.84845 1.0 0.1 -2.1
C 2.19599 6.21826 -21.36924 0.1 -0.9 -0.4
H 1.67202 9.25020 -21.77698 0.0 0.1 0.7
H -0.07029 8.83325 -21.70503 0.2 -0.1 -0.1
H 1.11868 8.11716 -22.88786 -0.6 -0.2 -0.2
H 3.20575 6.61369 -21.47933 0.1 -0.1 0.2
H 1.92108 5.79676 -22.33612 -0.1 0.4 -0.4
H 2.13161 5.34817 -20.71587 0.4 0.4 0.4
C -5.03474 7.18590 -21.14403 0.0 0.8 -0.4
C -4.23064 8.28907 -21.80845 -0.6 1.3 0.0
O -4.69559 9.39032 -22.10112 1.0 -1.9 0.4
C -2.79375 7.86881 -22.13230 -0.7 1.0 0.0
H -6.08465 7.47066 -21.07559 0.0 -0.2 -0.2
H -4.69495 6.96802 -20.13152 0.3 -0.1 -0.1
H -4.83646 6.34565 -21.80942 -0.5 -0.5 0.3
H -2.77875 6.82258 -22.43772 0.3 0.1 0.0
H -2.19330 8.05544 -21.24195 0.1 -0.4 0.2
H -2.42202 8.55170 -22.89623 0.1 -0.2 -0.2
C 0.47090 10.66282 -26.11061 -0.2 1.0 -0.1
C 1.68957 10.33834 -25.21863 -0.1 0.0 -0.2
O 1.96032 11.08867 -24.28869 -0.4 -1.0 -1.2
C 2.54558 9.11185 -25.50850 0.8 -0.5 0.8
H 0.71609 10.43849 -27.14871 0.3 -0.1 0.1
H 0.18936 11.71158 -26.01595 0.5 0.2 0.0
H -0.48658 10.20203 -25.86773 0.4 -0.9 0.5
H 2.34899 8.43852 -24.67419 -0.6 -0.1 0.1
H 3.61909 9.22470 -25.35705 0.1 0.9 -0.1
H 2.43393 8.56056 -26.44216 -0.8 0.6 -0.1
C -4.48443 8.66879 -25.45134 -0.6 0.5 -0.6
C -4.63815 9.25758 -26.82143 -1.2 2.9 -1.0
O -5.24429 10.34101 -26.95656 1.5 -2.6 0.2
C -4.03751 8.57069 -28.03609 0.1 0.8 0.3
H -4.84633 7.64667 -25.56271 0.1 -0.2 0.6
H -5.12775 9.32429 -24.86437 0.1 -0.5 0.5
H -3.45972 8.71891 -25.08316 0.0 -0.2 -0.1
H -3.01267 8.31362 -27.76825 0.1 -0.5 -0.2
H -3.99201 9.30207 -28.84300 -0.1 -0.1 0.0
H -4.60999 7.70899 -28.37935 0.1 0.0 0.2
```
Positions in Å, forces in eV/Å.

For the electronic energy, the calculation gives -4040.77328 Eh. Its multiplicity is 2. As for the total charge: +2. For the orbital gap (spin up / spin down), the calculation gives 0.200 / 0.090 Eh.

Löwdin population analysis, charges in e, atoms 1 to 4: 1.14 -0.24 -0.40 0.03